103
Properties=species:S:1:pos:R:3:lowdin_charge:R:1 method="wB97M-V/def2-TZVPD" multiplicity=1 homo_energy_ev="-19.18 / -19.18" charge=+4
Os 0.2901 -0.0791 -0.7413 1.379
C -0.2336 -5.2653 1.0347 0.006
C 0.8578 -4.1731 0.8721 -0.354
C 1.7470 -4.4785 -0.3305 -0.033
C 0.1270 -2.8681 0.8137 -0.146
C -0.2541 -2.2917 -0.4622 -0.054
C -1.4267 -1.4883 -0.5305 -0.289
C -2.4754 -1.7456 -1.5914 -0.340
C -3.3471 -2.8749 -0.9957 0.014
C -1.9535 -2.2115 -2.9495 -0.026
C -1.5974 -0.6292 0.6020 -0.176
C -1.0078 -1.0225 1.8826 -0.052
C -0.2792 -2.2135 1.9549 0.050
C -1.2694 -0.2639 3.1377 -0.342
C 0.0054 -0.0632 3.9705 -0.019
C -2.3186 -1.0464 3.9697 0.014
C -2.7318 0.3450 0.5862 -0.226
C -4.0004 -0.0716 0.9781 0.000
C -5.0775 0.7990 0.8945 0.020
C -4.8947 2.0861 0.4067 0.006
C -3.6331 2.5149 0.0307 -0.050
C -2.5397 1.6451 0.1316 -0.285
P -0.8516 2.1144 -0.2930 1.179
C -0.2940 3.5500 0.7887 -0.622
C -0.0597 3.0425 2.2151 -0.056
C -1.4629 4.5581 0.8604 -0.054
C 0.9054 4.3269 0.2176 -0.055
C -0.7604 2.4263 -2.1215 -0.653
C 0.6869 2.6655 -2.5867 -0.062
C -1.6496 3.5636 -2.6376 -0.023
C -1.3020 1.1051 -2.6711 -0.085
H 0.2618 -6.2296 1.1431 0.112
H -0.8726 -5.3126 0.1507 0.091
H -0.8534 -5.0996 1.9151 0.098
H 1.4546 -4.1765 1.7893 0.157
H 1.1661 -4.6388 -1.2412 0.093
H 2.2887 -5.4041 -0.1421 0.112
H 2.4933 -3.7020 -0.5212 0.072
H 0.0376 -2.8261 -1.3585 0.119
H -3.0981 -0.8577 -1.6977 0.132
H -2.7664 -3.7925 -0.8830 0.096
H -4.1665 -3.0834 -1.6833 0.118
H -3.7796 -2.6172 -0.0320 0.079
H -1.5048 -3.2046 -2.8883 0.100
H -1.2278 -1.5378 -3.4073 0.050
H -2.7929 -2.2949 -3.6388 0.117
H 0.0120 -2.5964 2.9260 0.158
H -1.7102 0.6978 2.8773 0.118
H 0.3129 -0.9852 4.4650 0.100
H -0.1923 0.6646 4.7570 0.112
H 0.8442 0.3021 3.3738 0.062
H -1.9469 -2.0343 4.2435 0.101
H -3.2672 -1.1569 3.4490 0.079
H -2.4999 -0.4908 4.8896 0.115
H -4.1565 -1.0760 1.3485 0.120
H -6.0620 0.4697 1.2014 0.141
H -5.7355 2.7624 0.3251 0.140
H -3.5189 3.5249 -0.3312 0.104
H -0.9823 2.6533 2.6458 0.085
H 0.2411 3.8949 2.8275 0.121
H 0.7155 2.2859 2.3040 0.052
H -2.3120 4.1744 1.4194 0.089
H -1.7860 4.9234 -0.1133 0.085
H -1.0788 5.4211 1.4089 0.124
H 1.7790 3.7455 -0.0687 0.066
H 1.2287 5.0275 0.9893 0.116
H 0.6086 4.9272 -0.6410 0.092
H 1.0012 3.6869 -2.3959 0.089
H 0.7378 2.5151 -3.6677 0.111
H 1.4294 2.0031 -2.1257 0.054
H -1.3111 4.5341 -2.2789 0.095
H -2.7000 3.4266 -2.3882 0.089
H -1.5737 3.5843 -3.7284 0.121
H -0.8249 0.1326 -2.2920 0.009
H -1.1466 1.0321 -3.7500 0.125
H -2.3595 0.9682 -2.4563 0.106
C 2.7541 -1.1709 -5.5635 0.068
N 2.5716 -1.0079 -4.1047 -0.058
C 3.5323 -1.2710 -3.1448 0.031
C 2.9715 -1.0138 -1.9464 -0.069
N 1.6544 -0.5814 -2.1530 -0.111
C 1.4750 -0.6084 -3.4976 -0.105
H 3.8184 -1.1491 -5.7771 0.116
H 2.2649 -0.3507 -6.0812 0.113
H 2.3361 -2.1251 -5.8752 0.119
H 4.5221 -1.6093 -3.4059 0.159
H 3.4224 -1.0815 -0.9747 0.106
H 0.5786 -0.3329 -4.0245 0.135
N 6.0280 1.3990 3.3497 0.221
C 5.0678 0.4716 3.4628 -0.489
O 4.8646 -0.2526 4.4100 0.130
C 4.0536 0.3365 2.3345 -0.055
C 3.5605 -0.9449 2.0918 0.068
C 2.4945 -1.1233 1.2460 -0.102
N 1.8358 -0.0894 0.6725 -0.097
C 2.3600 1.1343 0.8574 -0.137
C 3.4652 1.3885 1.6471 0.054
H 6.6954 1.4803 4.1051 0.148
H 6.2511 1.8560 2.4820 0.122
H 4.0124 -1.7942 2.5892 0.154
H 2.1722 -2.1181 1.0048 0.088
H 1.8476 1.9511 0.3770 0.053
H 3.8044 2.4105 1.7633 0.144

108
Properties=species:S:1:pos:R:3:lowdin_charge:R:1 method="wB97M-V/def2-TZVPD" de_lowest_kcal_mol=30.9 multiplicity=1 homo_energy_ev=-2.95 charge=-1
La 0.8775 -0.8428 -0.4085 1.791
N 3.0344 -2.3929 0.7099 -0.042
C 3.5144 -3.3930 -0.2543 -0.182
C 2.3760 -3.8538 -1.1681 -0.680
O 2.4625 -4.9510 -1.6945 0.025
O 1.4159 -2.9997 -1.2962 -0.272
H 3.7843 -2.0013 1.2653 0.074
H 2.4043 -2.8591 1.3557 0.066
H 3.9489 -4.2810 0.2073 0.110
H 4.2775 -2.9338 -0.8866 0.108
C 0.1989 3.3708 3.2371 -0.295
P 0.3881 2.8158 1.4821 0.820
C 2.1221 3.3921 1.2366 -0.279
C -0.5010 4.2284 0.6755 -0.458
C -0.3233 4.1832 -0.8552 -0.442
P -0.1156 2.3810 -1.5046 0.807
C -0.2858 2.9388 -3.2518 -0.260
C -1.8667 1.9587 -1.0329 -0.304
H 0.5337 4.4048 3.3661 0.033
H 0.7770 2.7255 3.9015 0.016
H -0.8519 3.3082 3.5304 0.029
H 2.1681 4.4828 1.3057 0.040
H 2.4904 3.0826 0.2568 0.019
H 2.7619 2.9607 2.0067 0.021
H -0.1301 5.1626 1.1127 0.062
H -1.5594 4.1447 0.9392 0.063
H 0.6114 4.6936 -1.1146 0.059
H -1.1366 4.7153 -1.3633 0.059
H -1.2717 3.3910 -3.3922 0.035
H -0.1461 2.1427 -3.9796 0.024
H 0.4679 3.7091 -3.4313 0.033
H -2.5803 2.6705 -1.4607 0.044
H -1.9435 2.0121 0.0578 -0.004
H -2.1206 0.9499 -1.3519 -0.016
C 3.5101 -0.8849 -2.8767 -0.066
C 2.9987 0.3737 -3.5824 -0.373
C 3.0606 1.5718 -2.6328 -0.093
C 1.6688 0.0932 -4.2807 -0.162
C 1.7503 0.0001 -5.6654 -0.089
C 0.6788 -0.3710 -6.4627 -0.133
C -0.4944 -0.7211 -5.8120 -0.090
C -0.6425 -0.6498 -4.4338 -0.157
C -2.0158 -1.0857 -3.9271 -0.366
C -2.9966 0.0941 -3.9386 -0.061
C -2.0376 -1.8117 -2.5846 -0.096
C 0.4219 -0.1599 -3.5916 -0.350
N 0.2264 0.1282 -2.2758 -0.414
H 4.5150 -0.7380 -2.4659 0.080
H 3.5202 -1.7417 -3.5512 0.099
H 2.8461 -1.1609 -2.0601 -0.001
H 3.7076 0.5890 -4.3875 0.114
H 2.3912 1.4544 -1.7814 -0.008
H 2.7654 2.4946 -3.1378 0.074
H 4.0832 1.6999 -2.2598 0.073
H 2.7049 0.2214 -6.1374 0.096
H 0.7652 -0.4161 -7.5410 0.077
H -1.3413 -1.0720 -6.3989 0.100
H -2.3764 -1.8070 -4.6677 0.118
H -2.5931 0.9382 -3.3796 0.048
H -3.9649 -0.1829 -3.5028 0.064
H -3.1692 0.4330 -4.9626 0.074
H -1.7683 -1.1162 -1.7948 -0.002
H -1.3135 -2.6315 -2.5686 0.087
H -3.0334 -2.2282 -2.3938 0.057
C 4.5687 0.9527 6.2272 -0.115
C 5.2920 0.8410 5.0472 -0.104
C 4.6309 0.6393 3.8439 -0.058
C 3.2386 0.5268 3.7756 -0.215
C 2.5260 0.6639 4.9718 -0.041
C 3.1823 0.8729 6.1767 -0.091
C 2.6129 0.2845 2.4457 -0.203
C 1.4196 -0.2201 2.1085 -0.305
C 0.5051 -0.7716 3.1192 -0.319
C 0.8107 -1.9845 3.7567 -0.058
C -0.0699 -2.5784 4.6506 -0.093
C -1.2803 -1.9709 4.9641 -0.119
C -1.5972 -0.7636 4.3491 -0.113
C -0.7317 -0.1865 3.4320 -0.105
H 5.0765 1.1070 7.1712 0.091
H 6.3729 0.9140 5.0624 0.094
H 5.2034 0.5609 2.9248 0.104
H 1.4455 0.6113 4.9614 0.099
H 2.6013 0.9794 7.0851 0.097
H 3.3081 0.5576 1.6400 0.079
H 1.7707 -2.4501 3.5600 0.106
H 0.1950 -3.5226 5.1128 0.097
H -1.9550 -2.4214 5.6812 0.087
H -2.5303 -0.2636 4.5905 0.094
H -0.9927 0.7499 2.9504 0.068
C -5.6713 -2.7867 -0.7267 -0.068
C -5.6954 -1.6867 0.3311 -0.406
C -5.3070 -0.3372 -0.2721 -0.071
C -4.8270 -2.0674 1.5297 -0.107
N -3.4062 -2.1601 1.2023 -0.082
C -2.5205 -1.2008 0.9788 -0.156
N -1.3722 -1.7590 0.6960 -0.066
N -1.5704 -3.0981 0.7559 0.028
N -2.7882 -3.3495 1.0570 0.083
H -6.2609 -2.4958 -1.5974 0.082
H -6.0744 -3.7242 -0.3375 0.080
H -4.6521 -2.9782 -1.0667 0.058
H -6.7111 -1.6074 0.7314 0.133
H -4.3865 -0.4103 -0.8577 0.061
H -5.1652 0.4301 0.4950 0.081
H -6.0886 0.0139 -0.9468 0.083
H -5.1079 -3.0506 1.9020 0.125
H -4.9321 -1.3467 2.3409 0.128
H -2.7160 -0.1429 1.0315 0.131

no.,maximum force (eV/Å)
1,0.53
2,1.20